[1]
# C33H37BrIrN8OS

A structure of composition C33H37BrIrN8OS in a non-equilibrium geometry (ωB97M-V/def2-TZVPD, OMol25).

Values from the calculation:
multiplicity = 5
HOMO (alpha / beta) = -15.3180 / -15.3117 eV
ΔE to the lowest compared entry with this formula, charge and spin = 4.8 kcal/mol
net charge = +3
⟨S²⟩ = 6.008

Last column: Mulliken charge in e.
Element x y z (Å)
Ir (-0.145, 0.096, 0.068)  3.138
C (-4.726, -0.864, -1.616)  -1.156
N (-3.667, -1.790, -2.011)  0.120
C (-3.987, -2.804, -3.021)  -1.100
C (-2.411, -1.570, -1.600)  0.584
N (-2.036, -0.518, -0.920)  -0.498
N (-1.499, -2.553, -1.945)  -0.027
C (-0.162, -2.665, -1.642)  0.799
N (0.408, -3.792, -2.095)  -0.410
N (0.496, -1.760, -0.979)  -0.493
H (-5.684, -1.366, -1.702)  0.356
H (-4.747, 0.027, -2.249)  0.399
H (-4.611, -0.572, -0.572)  0.426
H (-5.045, -2.745, -3.250)  0.324
H (-3.804, -3.819, -2.658)  0.393
H (-3.438, -2.629, -3.948)  0.434
H (-2.771, 0.166, -0.814)  0.060
H (-1.877, -3.306, -2.493)  0.125
H (-0.081, -4.470, -2.656)  0.171
H (1.381, -3.986, -1.921)  0.203
H (1.476, -1.993, -0.874)  -0.085
C (-1.659, -3.132, 2.895)  -1.151
C (-1.473, -2.597, 4.161)  -0.443
C (-0.919, -1.333, 4.287)  -1.172
C (-0.537, -0.640, 3.146)  0.661
N (-0.731, -1.164, 1.927)  -0.022
C (-1.281, -2.372, 1.805)  0.196
C (0.066, 0.709, 3.184)  0.701
C (0.454, 1.328, 4.364)  -0.717
C (0.951, 2.622, 4.328)  -0.857
C (1.066, 3.261, 3.103)  -0.638
C (0.697, 2.569, 1.964)  -0.542
N (0.211, 1.326, 1.999)  0.309
H (-2.089, -4.113, 2.759)  0.461
H (-1.757, -3.153, 5.044)  0.486
H (-0.804, -0.891, 5.265)  0.387
H (-1.421, -2.739, 0.798)  0.291
H (0.382, 0.807, 5.307)  0.432
H (1.239, 3.121, 5.244)  0.495
H (1.441, 4.272, 3.027)  0.494
H (0.799, 3.024, 0.987)  0.436
O (2.019, 0.728, -0.444)  -0.614
S (3.370, 0.256, 0.092)  0.046
C (4.548, 0.326, -1.331)  -1.353
C (4.789, 1.691, -1.882)  0.091
C (3.822, 2.337, -2.652)  0.078
C (4.076, 3.591, -3.181)  -0.717
C (5.296, 4.214, -2.947)  -0.496
C (6.266, 3.572, -2.191)  -0.781
C (6.013, 2.319, -1.656)  -0.187
C (4.019, 1.641, 1.092)  -0.398
C (5.246, 1.228, 1.851)  0.528
C (5.198, 0.137, 2.721)  -0.228
C (6.310, -0.216, 3.466)  -0.756
C (7.483, 0.520, 3.349)  -0.484
C (7.535, 1.611, 2.494)  -0.738
C (6.424, 1.960, 1.741)  -0.399
H (4.110, -0.355, -2.062)  0.570
H (5.458, -0.116, -0.921)  0.604
H (2.883, 1.835, -2.851)  0.391
H (3.334, 4.080, -3.796)  0.371
H (5.495, 5.193, -3.362)  0.432
H (7.228, 4.041, -2.032)  0.439
H (6.782, 1.811, -1.085)  0.608
H (3.195, 1.883, 1.760)  -0.036
H (4.189, 2.476, 0.412)  0.543
H (4.279, -0.434, 2.817)  0.377
H (6.271, -1.060, 4.141)  0.415
H (8.358, 0.242, 3.922)  0.415
H (8.443, 2.195, 2.421)  0.425
H (6.467, 2.820, 1.082)  0.510
Br (-0.107, 4.063, -4.282)  -0.102
C (-0.757, 3.678, -2.558)  -0.471
C (-1.602, 4.559, -1.896)  -0.110
C (-2.075, 4.203, -0.641)  -1.054
C (-1.692, 2.994, -0.093)  -0.259
N (-0.872, 2.155, -0.736)  -0.014
C (-0.409, 2.484, -1.945)  -0.153
H (-1.888, 5.495, -2.357)  0.505
H (-2.745, 4.854, -0.097)  0.480
H (-2.046, 2.685, 0.883)  0.551
H (0.243, 1.775, -2.442)  0.408

***

[2]
# C32H64BrO12P3

A cluster of 3 separate species, C32H64BrO12P3 in total in a non-equilibrium geometry (ωB97M-V/def2-TZVPD, OMol25).

Values from the calculation:
HOMO = -9.8101 eV

Last column: Mulliken charge in e.
Element x y z (Å)
C (8.577, -3.700, -0.570)  -1.014
C (9.502, -3.045, 0.492)  -0.385
C (10.348, -1.866, -0.064)  -0.808
C (9.611, -0.491, 0.116)  -0.570
C (8.806, -0.121, -1.158)  -0.671
C (7.527, 0.741, -0.849)  -0.479
C (6.302, 0.015, -1.444)  -0.721
C (5.019, 0.859, -1.505)  -0.537
C (4.496, 1.369, -0.135)  -0.843
C (3.018, 1.898, -0.338)  -0.182
C (1.988, 1.237, 0.655)  -0.765
C (0.709, 0.897, -0.142)  -0.341
C (-0.618, 1.023, 0.657)  -0.745
C (-1.786, 1.015, -0.381)  -0.668
C (-3.001, 0.160, 0.049)  -0.620
C (-4.181, 0.243, -1.006)  -1.023
C (-4.277, -1.063, -1.719)  0.059
C (-4.846, -2.233, -1.348)  0.656
P (-5.906, -2.352, 0.152)  0.108
O (-5.004, -2.876, 1.445)  -0.334
Br (-7.311, -4.046, -0.402)  -0.256
C (-4.334, -3.246, -2.353)  0.501
O (-3.770, -4.230, -2.014)  -0.453
O (-4.131, -2.642, -3.597)  -0.347
C (-3.906, -1.332, -3.165)  0.146
O (-3.931, -0.476, -3.991)  -0.487
H (7.984, -4.510, -0.114)  0.367
H (7.842, -2.974, -0.945)  0.145
H (9.147, -4.146, -1.394)  0.299
H (8.870, -2.715, 1.328)  0.285
H (10.161, -3.851, 0.852)  0.299
H (11.292, -1.872, 0.504)  0.378
H (10.624, -2.025, -1.119)  0.373
H (8.970, -0.618, 0.997)  0.324
H (10.406, 0.253, 0.260)  0.331
H (9.414, 0.376, -1.926)  0.345
H (8.487, -1.076, -1.604)  0.263
H (7.428, 0.944, 0.226)  0.324
H (7.717, 1.717, -1.326)  0.311
H (6.566, -0.250, -2.483)  0.357
H (6.150, -0.930, -0.897)  0.175
H (4.238, 0.212, -1.946)  0.441
H (5.099, 1.741, -2.162)  0.234
H (4.519, 0.612, 0.660)  0.367
H (5.064, 2.240, 0.230)  0.271
H (2.957, 2.993, -0.343)  0.501
H (2.713, 1.566, -1.344)  -0.134
H (1.836, 1.943, 1.482)  0.378
H (2.486, 0.342, 1.055)  0.380
H (0.748, -0.123, -0.548)  0.280
H (0.629, 1.631, -0.960)  0.062
H (-0.731, 0.197, 1.375)  0.304
H (-0.679, 1.986, 1.184)  0.415
H (-2.099, 2.046, -0.592)  0.353
H (-1.387, 0.542, -1.296)  0.355
H (-2.679, -0.880, 0.195)  0.443
H (-3.322, 0.533, 1.033)  0.363
H (-5.072, 0.528, -0.440)  0.500
H (-3.838, 1.000, -1.721)  0.418
H (-4.984, -3.846, 1.343)  0.292
C (-6.488, -3.531, 9.322)  -0.922
C (-7.661, -4.447, 9.018)  -0.331
O (-8.453, -3.974, 7.931)  -0.365
P (-7.781, -3.984, 6.434)  1.080
O (-7.768, -5.446, 6.099)  -0.761
O (-9.061, -3.507, 5.515)  -0.382
C (-9.613, -4.399, 4.544)  -0.295
C (-10.649, -5.334, 5.149)  -1.030
O (-7.322, -2.380, 6.548)  -0.284
C (-6.050, -2.030, 5.976)  -0.317
C (-5.905, -2.483, 4.537)  -1.044
H (-5.738, -3.581, 8.527)  0.170
H (-5.999, -3.825, 10.252)  0.419
H (-6.816, -2.495, 9.408)  0.250
H (-7.305, -5.459, 8.800)  0.274
H (-8.318, -4.505, 9.886)  0.337
H (-8.818, -4.957, 4.049)  0.284
H (-10.082, -3.788, 3.770)  0.381
H (-10.334, -5.738, 6.109)  0.289
H (-10.844, -6.166, 4.470)  0.326
H (-11.582, -4.795, 5.321)  0.289
H (-5.248, -2.460, 6.584)  0.271
H (-5.957, -0.946, 6.039)  0.338
H (-6.013, -3.569, 4.437)  0.312
H (-4.922, -2.213, 4.150)  0.431
H (-6.666, -2.023, 3.906)  0.269
C (-1.080, 3.685, -4.531)  -0.835
C (-0.891, 5.171, -4.787)  -0.397
O (0.407, 5.627, -4.414)  -0.358
P (1.688, 5.095, -5.292)  0.948
O (1.532, 5.855, -6.575)  -0.788
O (2.913, 5.960, -4.613)  -0.297
C (3.628, 6.919, -5.395)  -0.338
C (2.939, 8.276, -5.406)  -1.018
O (2.011, 3.865, -4.207)  -0.117
C (2.440, 2.607, -4.755)  0.008
C (3.618, 2.740, -5.702)  -1.319
H (-0.481, 3.089, -5.226)  0.153
H (-2.123, 3.398, -4.670)  0.453
H (-0.774, 3.424, -3.517)  0.171
H (-1.071, 5.400, -5.842)  0.286
H (-1.609, 5.741, -4.197)  0.355
H (3.776, 6.544, -6.408)  0.311
H (4.623, 7.019, -4.959)  0.378
H (1.862, 8.195, -5.536)  0.285
H (3.341, 8.892, -6.213)  0.328
H (3.108, 8.787, -4.457)  0.289
H (1.601, 2.136, -5.277)  0.253
H (2.709, 1.969, -3.914)  0.102
H (3.392, 3.395, -6.549)  0.419
H (3.892, 1.763, -6.102)  0.430
H (4.482, 3.162, -5.186)  0.288

***

[3]
# C10H19N3O4S

An isolated molecule of C10H19N3O4S in a non-equilibrium geometry (ωB97M-V/def2-TZVPD, OMol25).

Values from the calculation:
HOMO = -9.0113 eV
ΔE to the lowest compared entry with this formula, charge and spin = 5.2 kcal/mol

Last column: Mulliken charge in e.
Element x y z (Å)
C (4.582, 0.175, -0.505)  -0.819
N (3.578, 0.785, 0.329)  -0.136
C (2.509, 0.122, 0.838)  -0.154
O (2.393, -1.100, 0.746)  -0.686
C (1.397, 0.962, 1.465)  0.378
C (1.139, 0.588, 2.933)  -0.984
S (-0.045, 1.844, 3.588)  -0.243
N (0.139, 0.671, 0.839)  0.078
C (-0.173, 0.978, -0.419)  -0.019
O (0.518, 1.743, -1.090)  -0.710
C (-1.515, 0.437, -1.001)  0.200
N (-2.073, -0.775, -0.350)  -0.061
C (-2.687, -0.838, 0.836)  0.840
C (-3.347, -2.138, 1.246)  -1.304
O (-2.697, 0.103, 1.640)  -0.610
C (-1.419, 0.306, -2.548)  0.115
C (-0.498, -0.780, -3.088)  -1.359
O (-2.737, 0.119, -3.019)  -0.581
H (5.007, -0.691, 0.026)  0.268
H (5.356, 0.867, -0.819)  0.326
H (4.056, -0.242, -1.379)  0.249
H (3.626, 1.803, 0.426)  0.287
H (1.598, 2.008, 1.394)  0.508
H (0.717, -0.400, 3.039)  0.445
H (2.050, 0.619, 3.563)  0.407
H (-1.114, 1.726, 2.759)  0.163
H (-0.470, 0.042, 1.367)  0.057
H (-2.190, 1.261, -0.799)  0.265
H (-2.053, -1.613, -0.909)  0.220
H (-2.578, -2.840, 1.519)  0.324
H (-3.880, -2.585, 0.435)  0.383
H (-4.024, -1.963, 2.068)  0.339
H (-1.056, 1.235, -2.982)  0.404
H (0.446, -0.709, -2.575)  0.328
H (-0.947, -1.763, -2.898)  0.335
H (-0.311, -0.703, -4.147)  0.378
H (-3.294, 0.747, -2.525)  0.369

***

[4]
# C20H15ClIrN2O7S

A structure of composition C20H15ClIrN2O7S in a non-equilibrium geometry (ωB97M-V/def2-TZVPD, OMol25).

Values from the calculation:
HOMO (alpha / beta) = -6.0884 / -6.0885 eV
ΔE to the lowest compared entry with this formula, charge and spin = 56.7 kcal/mol
net charge = -1

Last column: Mulliken charge in e.
Element x y z (Å)
Ir (0.010, -1.363, -1.676)  1.494
S (-0.889, -2.846, 0.076)  -0.359
C (-2.180, -3.021, -1.041)  0.702
C (-3.260, -3.892, -0.911)  -0.792
C (-4.183, -3.939, -1.934)  -0.108
C (-4.005, -3.137, -3.058)  -0.804
C (-2.906, -2.305, -3.112)  -0.368
N (-2.033, -2.236, -2.102)  -0.294
H (-3.352, -4.504, -0.026)  0.406
H (-5.038, -4.600, -1.857)  0.379
H (-4.717, -3.151, -3.869)  0.382
H (-2.713, -1.652, -3.945)  0.630
O (-0.079, 0.190, 0.213)  -0.798
C (1.089, 0.471, 0.958)  2.996
C (2.201, -0.620, 0.541)  0.271
O (3.206, -0.649, 1.219)  -0.691
O (1.899, -1.291, -0.502)  -0.618
C (0.845, 0.293, 2.435)  -0.973
C (-0.360, -0.234, 2.890)  -0.178
C (-0.588, -0.402, 4.250)  -0.895
C (0.393, -0.067, 5.168)  -0.324
C (1.607, 0.437, 4.718)  -0.962
C (1.833, 0.620, 3.363)  -0.123
C (1.687, 1.806, 0.539)  -0.447
C (1.415, 2.962, 1.264)  -0.351
C (1.897, 4.193, 0.840)  -0.888
C (2.666, 4.278, -0.310)  -0.365
C (2.940, 3.131, -1.041)  -1.017
C (2.443, 1.905, -0.627)  0.190
H (-0.222, 0.882, -0.456)  0.384
H (-1.119, -0.505, 2.170)  0.363
H (-1.543, -0.785, 4.589)  0.400
H (0.216, -0.195, 6.229)  0.380
H (2.380, 0.703, 5.429)  0.363
H (2.781, 1.003, 3.015)  0.483
H (0.813, 2.898, 2.162)  0.445
H (1.670, 5.085, 1.411)  0.381
H (3.050, 5.236, -0.638)  0.385
H (3.546, 3.184, -1.936)  0.400
H (2.652, 1.019, -1.214)  0.421
N (1.495, -3.243, -3.701)  -0.831
C (0.959, -2.558, -2.942)  0.427
O (-0.614, 2.205, -4.276)  -0.646
Cl (-1.324, 1.393, -3.343)  1.732
O (-2.378, 2.123, -2.710)  -0.681
O (-1.825, 0.207, -3.975)  -0.693
O (-0.368, 0.970, -2.274)  -0.807